## A
Formula: C6H3NO
Source: the Open Molecules 2025 dataset
Level of theory: ωB97M-V/def2-TZVPD

The geometry in XYZ format:
```
11
Properties=species:S:1:pos:R:3:lowdin_charge:R:1
C -0.58778 2.37453 0.12520 0.176
C 0.31277 1.34926 -0.08847 -0.061
C 0.78796 -0.00843 -0.10755 -0.261
C 2.28769 -0.05336 -0.22979 -0.179
N 3.41251 -0.12575 0.03155 0.161
C -0.00066 -1.19069 0.02540 -0.008
C -1.48632 -1.14574 0.10427 -0.219
O -2.16202 -0.14399 -0.31237 -0.005
H -1.38113 3.20196 0.01447 0.073
H 0.68194 -2.17500 -0.29433 0.178
H -1.86496 -2.08279 0.73161 0.145
```

Summary:
- Kohn-Sham gap: 7.871 eV
- Charge: 0

## B
Formula: C6H3NO
Source: the Open Molecules 2025 dataset
Level of theory: ωB97M-V/def2-TZVPD

The geometry in XYZ format:
```
11
Properties=species:S:1:pos:R:3:lowdin_charge:R:1
C 2.88556 0.20961 -0.03219 0.149
C 1.66541 0.17732 -0.04708 -0.064
C 0.25498 0.02164 0.01470 -0.197
C -0.48786 -1.06449 0.01251 0.022
C -1.91361 -0.56431 0.02394 -0.105
N -2.06505 0.71127 -0.00409 0.125
C -0.70203 1.20158 0.07254 -0.377
O -0.40459 2.37303 -0.03518 0.147
H 3.93063 0.31180 0.22943 0.043
H -0.36755 -2.16480 -0.04218 0.130
H -2.79589 -1.21265 -0.19238 0.127
```

Summary:
- Kohn-Sham gap: 8.374 eV
- Charge: 0

## C
Formula: C6H3NO
Source: the Open Molecules 2025 dataset
Level of theory: ωB97M-V/def2-TZVPD

The geometry in XYZ format:
```
11
Properties=species:S:1:pos:R:3:lowdin_charge:R:1
C -2.53803 1.20799 1.21942 0.146
C -1.61408 0.86003 0.43871 -0.037
C -0.39883 0.39099 -0.16328 -0.324
N 0.49188 1.11825 -0.71136 0.177
C 1.61717 0.24373 -0.98594 -0.433
O 2.66504 0.49047 -1.51476 0.136
C 1.28224 -1.14751 -0.51835 0.007
C 0.08186 -1.01715 0.03808 -0.020
H -3.28039 1.50541 2.03121 0.073
H 2.17470 -1.85626 -0.44309 0.148
H -0.48156 -1.79595 0.60935 0.126
```

Summary:
- Kohn-Sham gap: 8.815 eV
- Charge: 0

Which is the most stable structure? B is the most stable.

## A
Formula: C4H6OS3
Source: the Open Molecules 2025 dataset
Level of theory: ωB97M-V/def2-TZVPD

The geometry in XYZ format:
```
14
Properties=species:S:1:pos:R:3:lowdin_charge:R:1
O 0.94193 -0.86540 1.33232 -0.074
C 1.17449 0.37925 0.68547 -0.256
C 0.30545 0.54603 -0.58593 -0.739
S 0.81439 -0.54447 -1.92186 0.790
C -1.14677 0.36671 -0.33569 -0.858
S -2.24251 1.50533 -0.88729 0.720
C -1.56306 -0.84328 0.42474 -0.679
S -2.93123 -0.89123 1.32827 0.699
H 1.74151 -1.15290 1.73754 0.084
H 1.14522 1.25455 1.32590 0.123
H 2.22148 0.36393 0.27111 0.123
H 0.42838 1.59811 -0.88247 0.091
H -0.02302 -0.01613 -2.89064 -0.083
H -0.86626 -1.70050 0.39854 0.059
```

Summary:
- Kohn-Sham gap: 6.990 eV
- Charge: 0

## B
Formula: C4H6OS3
Source: the Open Molecules 2025 dataset
Level of theory: ωB97M-V/def2-TZVPD

The geometry in XYZ format:
```
14
Properties=species:S:1:pos:R:3:lowdin_charge:R:1
C 3.43131 -0.29528 -0.01607 -0.412
S 2.11886 0.94775 0.01385 0.872
C 0.70714 -0.13390 -0.06438 -0.837
O 0.73352 -1.33539 -0.06219 -0.053
C -0.68213 0.54590 -0.13181 -1.141
S -0.97302 2.10776 -0.07084 0.730
S -1.77161 -0.80232 -0.08296 0.928
C -3.44638 0.00274 0.08045 -0.346
H 3.54971 -0.71983 1.09534 0.089
H 3.10709 -1.09767 -0.78088 0.064
H 4.35021 0.21485 -0.40137 0.036
H -4.15339 -0.75701 0.22063 0.008
H -3.35609 0.61594 0.96304 0.016
H -3.61521 0.70645 -0.76282 0.046
```

Summary:
- Kohn-Sham gap: 7.917 eV
- Charge: 0

Which is the most stable structure? B is the most stable.

## A
Formula: CH4S2
Source: the Open Molecules 2025 dataset
Level of theory: ωB97M-V/def2-TZVPD

The geometry in XYZ format:
```
7
Properties=species:S:1:pos:R:3:lowdin_charge:R:1
C 1.06132 -0.66292 -1.20399 -0.611
S 2.46553 -0.03598 -1.57515 0.618
H 0.58650 -1.17444 -1.93868 -0.062
H 0.56711 -0.54988 -0.12776 0.035
S -1.27236 1.01556 2.04455 0.458
H -1.91383 -0.13909 1.99449 -0.240
H -1.49427 1.54676 0.80653 -0.199
```

Summary:
- Kohn-Sham gap: 8.559 eV
- Charge: 0

## B
Formula: CH4S2
Source: the Open Molecules 2025 dataset
Level of theory: ωB97M-V/def2-TZVPD

The geometry in XYZ format:
```
7
Properties=species:S:1:pos:R:3:lowdin_charge:R:1
C 0.07411 -0.00240 -0.32232 -1.092
S -1.46350 0.63832 -1.06324 0.608
S 0.17082 -1.65787 0.46792 0.471
H 1.07113 0.05423 -0.88514 0.034
H 0.27311 0.65609 0.55625 -0.007
H -1.91713 1.39881 0.02346 -0.108
H 1.79146 -1.08718 1.22306 0.094
```

Summary:
- Kohn-Sham gap: 8.554 eV
- Charge: 0

Which is the most stable structure? A is the most stable.

## A
Formula: C2H12O3S2
Source: the Open Molecules 2025 dataset
Level of theory: ωB97M-V/def2-TZVPD

The geometry in XYZ format:
```
19
Properties=species:S:1:pos:R:3:lowdin_charge:R:1
C -1.87314 -0.18833 2.00518 -0.109
C -0.81343 0.98736 1.55710 -0.569
S 0.32330 1.55365 2.83866 0.732
S 1.94901 1.40840 1.63995 0.599
H -1.13600 -1.10867 2.31542 0.119
H -2.66070 -0.35656 1.24567 0.084
H -2.52639 -0.00511 2.94877 0.103
H -1.60231 1.70029 1.34787 0.075
H -0.18664 0.67935 0.64260 0.060
H 2.96584 0.72848 2.26256 -0.068
H -0.92899 -0.28879 -3.17555 0.015
H -1.41626 0.92249 -2.47382 0.051
O -1.82501 0.14932 -2.98061 -0.118
H 1.98884 -0.17335 -3.30624 0.100
H 0.78253 -1.00714 -2.65969 0.051
O 0.99289 -0.38377 -3.42545 -0.117
H 1.58302 -1.18777 0.36986 0.062
H 2.14924 -2.15422 -0.72209 0.013
O 2.23420 -1.27564 -0.43020 -0.083
```

Summary:
- Kohn-Sham gap (spin up / spin down): 8.333 / 4.851 eV
- Charge: +1
- Spin multiplicity: 2

## B
Formula: C2H12O3S2
Source: the Open Molecules 2025 dataset
Level of theory: ωB97M-V/def2-TZVPD

The geometry in XYZ format:
```
19
Properties=species:S:1:pos:R:3:lowdin_charge:R:1
C 0.60350 0.44139 -3.72240 -0.112
C 0.39636 -0.15163 -2.32632 -0.475
S -0.66561 0.88686 -1.22074 0.709
S 0.45465 2.13365 0.02843 0.615
H -0.06436 -0.12358 -4.42772 0.107
H 0.33890 1.50662 -3.65028 0.073
H 1.60463 0.29613 -4.13244 0.091
H -0.16414 -1.06353 -2.15570 0.079
H 1.32134 -0.32119 -1.75217 0.086
H 1.51086 2.04606 -0.76518 -0.145
H 1.21734 -1.56161 1.50638 0.022
H 2.34613 -2.17796 0.79232 0.031
O 1.57358 -2.44414 1.31168 -0.054
H -2.84633 -0.93395 1.43706 0.057
H -2.45091 -0.82319 0.05563 0.000
O -2.04210 -1.04099 0.90520 -0.086
H -0.09179 -1.75985 5.88545 0.039
H -0.48340 -1.13472 4.59775 0.022
O -0.19522 -1.98449 4.95123 -0.060
```

Summary:
- Kohn-Sham gap (spin up / spin down): 8.075 / 5.323 eV
- Charge: +1
- Spin multiplicity: 2

Which is the most stable structure? B is the most stable.